(1)
{"formula": "C55H51N3OP3RuS2", "method": "the ωB97M-V functional and the def2-TZVPD basis", "charge": 3, "spin_multiplicity": 5, "e_homo_ev": [-13.795, -14.756], "gap_ev": [7.53, 3.66], "s2": 6.06, "de_lowest_kj_mol": 0.00, "e_tot_ha": -4280.42514, "elements": ["Ru", "C", "S", "C", "C", "C", "N", "P", "C", "C", "C", "C", "C", "C", "C", "C", "C", "C", "C", "C", "P", "C", "C", "C", "C", "C", "C", "C", "C", "C", "C", "C", "C", "H", "H", "H", "H", "H", "H", "H", "H", "H", "H", "H", "H", "H", "H", "H", "H", "H", "H", "H", "H", "H", "H", "H", "H", "H", "H", "H", "H", "H", "N", "P", "C", "C", "C", "C", "C", "C", "C", "C", "C", "C", "C", "C", "C", "C", "C", "C", "C", "N", "H", "H", "H", "H", "H", "H", "H", "H", "H", "H", "H", "H", "H", "H", "H", "C", "C", "O", "S", "C", "C", "C", "C", "C", "C", "C", "C", "H", "H", "H", "H", "H", "H", "H"], "positions_angstrom": [[0.23, 0.23, -0.27], [-8.36, -2.75, -1.32], [-6.67, -2.52, -0.89], [-6.17, -1.10, -1.82], [-4.66, -0.86, -1.76], [-4.17, -0.46, -0.37], [-2.75, -0.17, -0.34], [-1.52, -1.27, 0.10], [-1.85, -2.77, -0.83], [-2.84, -3.69, -0.46], [-3.12, -4.77, -1.29], [-2.41, -4.95, -2.47], [-1.41, -4.06, -2.83], [-1.13, -2.97, -2.01], [-1.85, -1.71, 1.83], [-2.47, -0.78, 2.67], [-2.62, -1.06, 4.03], [-2.14, -2.26, 4.55], [-1.51, -3.18, 3.71], [-1.37, -2.90, 2.36], [-1.93, 1.30, -0.60], [-2.90, 2.54, 0.25], [-2.55, 2.88, 1.55], [-3.33, 3.77, 2.28], [-4.46, 4.33, 1.70], [-4.83, 3.99, 0.40], [-4.05, 3.10, -0.33], [-2.00, 1.71, -2.36], [-1.95, 3.04, -2.78], [-1.81, 3.34, -4.13], [-1.71, 2.32, -5.07], [-1.76, 0.99, -4.66], [-1.90, 0.69, -3.31], [-8.76, -3.57, -0.74], [-8.41, -2.97, -2.39], [-8.91, -1.82, -1.12], [-6.75, -0.26, -1.40], [-6.55, -1.27, -2.83], [-4.44, -0.07, -2.47], [-4.14, -1.76, -2.11], [-4.35, -1.27, 0.36], [-4.73, 0.41, 0.00], [-3.37, -3.58, 0.48], [-3.87, -5.50, -0.99], [-2.61, -5.81, -3.10], [-0.84, -4.22, -3.74], [-0.34, -2.28, -2.28], [-2.84, 0.16, 2.28], [-3.10, -0.35, 4.67], [-2.26, -2.48, 5.60], [-1.14, -4.11, 4.11], [-0.89, -3.63, 1.72], [-1.68, 2.44, 2.01], [-3.05, 4.04, 3.29], [-5.07, 5.03, 2.26], [-5.71, 4.43, -0.05], [-4.32, 2.86, -1.35], [-2.01, 3.84, -2.06], [-1.77, 4.37, -4.45], [-1.60, 2.56, -6.12], [-1.69, 0.20, -5.39], [-1.92, -0.35, -3.00], [2.43, 1.82, 1.35], [1.33, 0.66, 1.93], [2.34, -0.68, 2.59], [3.38, -0.40, 3.48], [4.19, -1.42, 3.96], [3.95, -2.73, 3.57], [2.90, -3.02, 2.70], [2.11, -2.00, 2.21], [0.69, 1.50, 3.40], [0.43, 2.87, 3.35], [-0.08, 3.53, 4.46], [-0.34, 2.82, 5.62], [-0.08, 1.46, 5.68], [0.43, 0.80, 4.58], [2.49, 2.27, 0.05], [3.52, 3.13, -0.36], [3.55, 3.56, -1.66], [2.56, 3.13, -2.55], [1.60, 2.29, -2.08], [1.55, 1.86, -0.80], [3.13, 2.20, 1.97], [3.56, 0.62, 3.82], [4.99, -1.19, 4.66], [4.57, -3.53, 3.95], [2.71, -4.04, 2.40], [1.30, -2.22, 1.52], [0.65, 3.43, 2.45], [-0.26, 4.60, 4.41], [-0.72, 3.34, 6.50], [-0.27, 0.91, 6.60], [0.63, -0.27, 4.63], [4.27, 3.44, 0.35], [4.34, 4.22, -2.00], [2.55, 3.45, -3.59], [0.81, 1.92, -2.74], [10.44, 0.35, -3.69], [8.99, 0.25, -3.28], [8.14, 1.04, -3.53], [8.72, -1.22, -2.21], [7.01, -1.24, -1.97], [6.09, -1.03, -3.03], [4.75, -1.05, -2.77], [4.28, -1.26, -1.43], [5.22, -1.55, -0.39], [6.55, -1.55, -0.67], [2.95, -1.11, -1.13], [1.77, -0.84, -0.86], [10.52, 1.00, -4.56], [10.86, -0.63, -3.90], [10.99, 0.79, -2.86], [6.45, -0.89, -4.03], [4.03, -0.90, -3.56], [4.85, -1.75, 0.61], [7.27, -1.76, 0.11]]}



(2)
{"formula": "C3H7N2S", "method": "the ωB97M-V functional and the def2-TZVPD basis", "charge": 1, "spin_multiplicity": 1, "e_homo_ev": [-12.923, -13.172], "gap_ev": [7.27, 8.74], "de_lowest_kj_mol": 544.69, "e_tot_ha": -625.76472, "elements": ["C", "C", "C", "N", "N", "S", "H", "H", "H", "H", "H", "H", "H"], "positions_angstrom": [[2.02, 1.27, -0.96], [1.88, 0.59, 0.45], [-0.82, -0.53, 0.39], [1.61, 1.31, -2.06], [-1.97, -0.94, -0.46], [0.83, -0.99, 0.22], [3.03, 1.91, -0.71], [2.78, 0.18, 0.74], [1.43, 1.30, 1.03], [-1.16, -0.28, 1.45], [-2.30, -0.11, -1.04], [-2.62, -1.47, 0.18], [-1.61, -1.59, -1.13]]}



(3)
{"formula": "C5H6O", "method": "the ωB97M-V functional and the def2-TZVPD basis", "charge": 0, "spin_multiplicity": 1, "e_homo_ev": -10.067, "gap_ev": 10.63, "de_lowest_kj_mol": 218.85, "e_tot_ha": -269.26289, "elements": ["C", "C", "C", "C", "C", "O", "H", "H", "H", "H", "H", "H"], "positions_angstrom": [[-1.73, 0.32, -0.17], [-0.82, -0.89, 0.05], [0.57, -0.55, -0.21], [1.69, -0.10, -0.29], [2.60, 0.62, 0.58], [2.27, 1.67, 1.09], [-1.59, 1.07, 0.62], [-1.51, 0.81, -1.13], [-2.77, 0.00, -0.17], [-1.11, -1.74, -0.56], [-0.85, -1.21, 1.10], [3.54, 0.11, 0.83]]}



(4)
{"formula": "C27H45BaBrN2OP2", "method": "the ωB97M-V functional and the def2-TZVPD basis", "charge": 2, "spin_multiplicity": 1, "e_homo_ev": -12.551, "gap_ev": 5.57, "e_tot_ha": -4522.23688, "elements": ["N", "C", "C", "C", "C", "C", "C", "Ba", "P", "C", "C", "C", "C", "C", "C", "C", "Br", "H", "H", "H", "H", "H", "H", "H", "H", "H", "H", "P", "C", "C", "H", "H", "H", "H", "H", "C", "C", "H", "H", "H", "H", "H", "C", "C", "H", "H", "H", "H", "H", "C", "C", "H", "H", "H", "H", "H", "C", "C", "H", "H", "H", "H", "H", "C", "C", "H", "H", "H", "H", "H", "C", "C", "N", "O", "H", "H", "H", "H", "H"], "positions_angstrom": [[-4.35, -1.27, 3.20], [-4.10, -0.15, 3.89], [-4.56, 1.09, 3.47], [-5.24, 1.18, 2.21], [-5.67, -0.03, 1.62], [-5.18, -1.23, 2.16], [-5.22, 2.42, 1.47], [-0.28, 1.83, 0.33], [3.54, -0.36, -1.53], [-5.25, 2.48, 0.09], [-4.11, 3.06, -0.63], [-3.65, 2.52, -1.86], [-2.33, 2.75, -2.29], [-1.55, 3.56, -1.51], [-1.98, 4.29, -0.43], [-3.29, 4.01, 0.03], [0.73, 3.43, -1.86], [-4.96, 3.30, 2.06], [-5.96, 1.86, -0.48], [-4.29, 1.99, 4.02], [-6.26, -0.06, 0.70], [-3.47, -0.23, 4.78], [-5.42, -2.18, 1.68], [-4.31, 1.89, -2.44], [-3.67, 4.52, 0.92], [-1.95, 2.35, -3.23], [-1.35, 5.03, 0.05], [-0.67, -1.90, 0.14], [3.99, 1.19, -0.62], [4.76, 2.24, -1.40], [4.53, 0.91, 0.29], [3.02, 1.61, -0.31], [4.51, 3.24, -1.04], [5.84, 2.09, -1.31], [4.51, 2.26, -2.46], [2.99, 0.37, -3.15], [4.05, 0.49, -4.24], [2.51, 1.35, -2.95], [2.18, -0.30, -3.48], [3.56, 0.76, -5.19], [4.80, 1.26, -4.04], [4.56, -0.47, -4.40], [5.13, -1.25, -1.81], [6.44, -0.52, -1.57], [5.10, -1.68, -2.82], [5.06, -2.09, -1.10], [7.26, -1.24, -1.69], [6.64, 0.29, -2.28], [6.51, -0.13, -0.55], [0.47, -3.24, 0.73], [1.95, -2.98, 0.47], [0.16, -4.19, 0.26], [0.29, -3.33, 1.81], [2.54, -3.78, 0.94], [2.21, -2.96, -0.60], [2.28, -2.03, 0.91], [-0.51, -2.12, -1.69], [-1.52, -1.32, -2.51], [-0.61, -3.20, -1.89], [0.52, -1.82, -1.94], [-1.57, -1.72, -3.53], [-2.54, -1.37, -2.09], [-1.24, -0.26, -2.60], [-2.30, -2.75, 0.37], [-2.55, -3.44, 1.71], [-2.43, -3.47, -0.45], [-3.05, -1.96, 0.22], [-3.37, -4.15, 1.61], [-1.67, -3.98, 2.08], [-2.87, -2.72, 2.48], [0.51, 0.24, 4.30], [1.47, 0.25, 3.17], [2.60, -0.46, 3.27], [1.26, 0.91, 2.11], [0.99, -0.04, 5.25], [-0.30, -0.49, 4.11], [0.05, 1.23, 4.42], [3.29, -0.39, 2.53], [2.81, -1.00, 4.10]]}



(5)
{"formula": "C4H6N2O", "method": "the ωB97M-V functional and the def2-TZVPD basis", "charge": 0, "spin_multiplicity": 1, "e_homo_ev": -8.269, "gap_ev": 8.07, "de_lowest_kj_mol": 523.23, "e_tot_ha": -340.59562, "elements": ["C", "C", "C", "C", "O", "N", "N", "H", "H", "H", "H", "H", "H"], "positions_angstrom": [[-2.02, 0.03, -0.18], [-0.62, 0.06, 0.39], [0.45, -0.35, -0.51], [1.70, -0.26, -0.02], [2.98, -0.43, -0.68], [2.55, 0.00, 0.92], [-0.30, 0.44, 1.58], [-2.75, 0.42, 0.53], [-2.30, -1.00, -0.44], [-2.07, 0.62, -1.10], [0.28, -0.70, -1.52], [3.21, 0.43, -1.08], [-1.13, 0.73, 2.10]]}



(6)
{"formula": "C4H8N2P", "method": "the ωB97M-V functional and the def2-TZVPD basis", "charge": 1, "spin_multiplicity": 1, "e_homo_ev": -13.990, "gap_ev": 8.79, "de_lowest_kj_mol": 202.16, "e_tot_ha": -607.74381, "elements": ["C", "C", "C", "P", "N", "N", "C", "H", "H", "H", "H", "H", "H", "H", "H"], "positions_angstrom": [[0.01, -0.62, 1.31], [-0.65, 0.48, 0.64], [-1.64, 1.28, 1.26], [-2.46, 2.43, 0.20], [-1.06, 1.71, -1.17], [-0.41, 0.71, -0.61], [0.69, 0.03, -1.30], [-0.79, -1.25, 1.71], [0.54, -0.39, 2.16], [0.58, -1.27, 0.52], [-1.97, 1.13, 2.23], [-1.17, 1.68, -2.13], [1.10, 0.62, -2.17], [0.21, -0.86, -1.82], [1.57, -0.41, -0.64]]}



(7)
{"formula": "C5H8N2", "method": "the ωB97M-V functional and the def2-TZVPD basis", "charge": 0, "spin_multiplicity": 1, "e_homo_ev": -8.221, "gap_ev": 8.96, "de_lowest_kj_mol": 408.80, "e_tot_ha": -304.67979, "elements": ["C", "N", "C", "N", "C", "C", "C", "H", "H", "H", "H", "H", "H", "H", "H"], "positions_angstrom": [[-2.21, -0.26, -0.46], [-0.88, -0.16, 0.09], [-0.51, -0.35, 1.38], [0.74, -0.08, 1.68], [1.26, 0.26, 0.46], [2.54, 0.22, -0.16], [0.27, 0.40, -0.55], [-2.24, -0.99, -1.28], [-2.90, -0.59, 0.32], [-2.55, 0.71, -0.84], [-1.23, -0.77, 2.09], [2.74, -0.67, -0.75], [1.43, 0.28, -1.33], [3.43, 0.61, 0.33], [0.09, 1.39, -0.98]]}



(8)
{"formula": "C6H12O4S", "method": "the ωB97M-V functional and the def2-TZVPD basis", "charge": 0, "spin_multiplicity": 1, "e_homo_ev": -8.658, "gap_ev": 9.15, "de_lowest_kj_mol": 341.75, "e_tot_ha": -934.83733, "elements": ["C", "C", "S", "C", "O", "C", "O", "C", "O", "C", "O", "H", "H", "H", "H", "H", "H", "H", "H", "H", "H", "H", "H"], "positions_angstrom": [[1.76, -0.98, 1.52], [1.42, -0.81, 0.06], [-0.06, -1.84, -0.40], [-1.34, -0.80, 0.09], [-2.52, -1.67, -0.46], [-1.34, 0.55, -0.57], [-2.53, 1.27, 0.01], [-0.04, 1.37, -0.44], [0.20, 1.90, 0.86], [1.22, 0.58, -0.58], [1.62, 0.14, -1.99], [1.72, -1.87, 1.97], [1.01, -0.37, 2.06], [2.68, -0.39, 1.66], [2.19, -1.26, -0.77], [-1.50, -0.64, 1.23], [-2.78, -2.19, 0.27], [-1.43, 0.28, -1.61], [-3.37, 0.70, -0.12], [-0.08, 2.15, -1.35], [-0.84, 1.82, 1.40], [2.02, 1.17, -0.23], [1.99, 0.90, -2.62]]}